Record 1
13
Properties=species:S:1:pos:R:3:forces:R:3:lowdin_charge:R:1 method="wB97M-V/def2-TZVPD" relative_energy_kj_mol=525.6 multiplicity=1 homo_ev=-9.2 lumo_energy_ev=0.65 homo_lumo_gap_ev=9.842 smiles="NCC=O.OO"
C 0.99313 0.33654 0.76120 -3.4 0.3 3.5 -0.2717
C 0.44295 -0.68643 -0.16337 2.8 1.6 -1.6 -0.1179
N 1.74870 -0.35340 -0.94903 -0.5 -1.3 -0.8 0.0002
O -2.01293 0.28878 0.98416 1.4 1.1 0.6 -0.1720
O -2.53456 0.50467 -0.33505 0.1 0.1 -0.3 -0.1204
O 0.31815 1.33780 1.08428 2.1 -0.5 -0.8 0.0011
H -3.47458 0.30661 -0.21249 0.3 0.1 0.2 0.0844
H -1.13069 0.91475 1.02689 -2.3 -1.3 -0.6 0.0681
H 1.86599 0.03876 1.36249 0.1 0.4 -0.5 0.1372
H 2.03605 -1.11897 -1.54913 0.1 0.1 0.1 0.0774
H 1.66723 0.49267 -1.49934 -0.4 -0.2 -0.1 0.0821
H 0.49859 -1.69624 0.24385 -0.2 0.1 -0.3 0.1302
H -0.41805 -0.36556 -0.75447 -0.1 -0.5 0.6 0.1013



Record 2
14
Properties=species:S:1:pos:R:3:forces:R:3:lowdin_charge:R:1 method="wB97M-V/def2-TZVPD" relative_energy_kj_mol=327.6 multiplicity=1 homo_ev=-8.2 lumo_energy_ev=-0.78 homo_lumo_gap_ev=7.439 smiles="C=CC=C.P=C=S"
C -1.03152 -0.24106 0.02807 -0.1 2.9 -2.0 -0.1752
C -0.01172 0.19639 1.05233 -3.3 -3.1 0.4 -0.2101
C 1.98881 0.27422 -2.32135 1.1 1.5 1.2 -1.2143
C -1.33030 0.52599 -1.08064 1.6 -1.3 2.2 -0.0320
C 0.51727 1.37486 1.19231 1.1 2.2 1.1 -0.0442
P 1.01789 -0.66931 -3.22314 -0.4 -0.6 -0.9 0.7361
S 2.85524 1.41141 -1.64766 -0.8 -1.3 -0.7 0.6668
H -1.69431 -1.04054 0.31513 0.1 -0.4 0.0 0.0766
H -0.15769 -0.54771 1.91955 1.3 1.4 -1.0 0.1189
H -2.11503 0.30032 -1.76729 -0.4 -0.2 -0.2 0.0380
H -0.66102 1.35792 -1.32481 -0.4 -0.2 0.0 0.0434
H 0.49962 2.29755 0.59492 -0.3 -1.0 -0.5 0.0680
H 0.97517 1.60578 2.14310 0.4 -0.2 0.2 0.0514
H 0.66914 -1.66912 -2.27970 0.3 0.3 0.2 -0.1236



Record 3
17
Properties=species:S:1:pos:R:3:forces:R:3:lowdin_charge:R:1 method="wB97M-V/def2-TZVPD" relative_energy_kj_mol=42.4 s_squared=12.01 charge=+1 multiplicity=7 homo_ev="-11.0 / -11.8" lumo_energy_ev="-3.99 / -3.98" homo_lumo_gap_ev="7.025 / 7.839"
O -0.48225 0.75220 1.62450 -3.0 1.3 1.0 -0.2047
Sm 1.03303 2.22955 0.43227 -0.7 0.4 0.2 1.5473
C -1.71202 0.47063 1.78879 4.5 -4.5 0.5 -0.2266
C -2.36474 -0.24524 0.65901 -2.7 2.4 3.2 -0.0567
H -2.01336 0.15814 2.80207 -0.5 1.6 0.4 0.1478
H -2.78735 0.87953 0.47059 0.8 -2.3 -2.6 0.1853
H -1.73141 -1.13324 0.50321 0.3 1.3 -2.1 0.1241
H -3.30861 -0.70584 0.98452 0.1 0.4 0.4 0.0828
C -0.55971 -0.18437 -1.76364 2.5 0.9 0.1 -0.0437
C 0.48989 0.28981 -1.02398 -1.3 -0.2 -2.0 -0.3234
O 1.61054 -0.64863 -1.02366 0.3 -0.1 0.0 0.0323
C 2.71820 -0.18768 -0.52665 -0.9 -0.9 0.2 -0.6355
O 2.83468 0.89435 0.06419 0.7 0.0 0.1 -0.1223
O 3.69892 -1.04414 -0.64832 0.2 -0.5 0.0 0.2124
H -1.25641 0.56487 -2.14633 -0.3 -0.5 0.6 0.0535
H -0.51086 -1.15731 -2.26273 -0.1 0.2 0.1 0.0711
H 4.34146 -0.93262 0.06617 0.2 0.3 -0.2 0.1564



Record 4
54
Properties=species:S:1:pos:R:3:forces:R:3:lowdin_charge:R:1 method="wB97M-V/def2-TZVPD" relative_energy_kj_mol=30.1 s_squared=0.78 charge=-1 multiplicity=2 homo_ev="-1.8 / -4.8" lumo_energy_ev="2.98 / 2.98" homo_lumo_gap_ev="4.744 / 7.743"
Hg -0.47491 0.26363 0.04093 0.3 -0.1 0.3 1.1280
C 3.69164 -1.52273 0.65146 -0.1 0.1 0.2 -0.1261
C 2.44083 -0.99114 0.83496 0.1 -0.1 -0.2 -0.1823
N 1.54542 -0.88981 -0.19688 -0.1 0.1 0.3 -0.0263
C 1.88811 -1.33164 -1.41111 -0.1 -0.2 -0.6 -0.1855
C 3.16942 -1.88574 -1.69934 0.0 0.1 0.5 -0.1770
C 4.08356 -1.97489 -0.60791 0.1 -0.1 -0.4 -0.0739
C 3.47142 -2.30869 -3.00983 -0.2 0.0 -0.4 -0.0610
C 2.55694 -2.22963 -4.04976 0.4 -0.1 0.2 -0.0812
C 1.28019 -1.71448 -3.80962 -0.4 0.2 0.1 -0.1865
C 0.26696 -1.60844 -4.79540 0.2 -0.1 0.0 -0.0395
C -0.95723 -1.09959 -4.48362 -0.2 0.1 -0.1 -0.0817
C -1.20675 -0.67357 -3.15818 0.3 -0.1 -0.1 -0.1535
N -0.29348 -0.75912 -2.22763 -0.4 0.0 0.0 0.0331
C 0.92739 -1.25918 -2.50163 0.6 -0.2 0.3 -0.1692
H 4.36420 -1.58605 1.49861 0.0 0.0 0.0 0.0878
H 2.11130 -0.62895 1.79959 -0.1 0.0 0.0 0.0914
H 5.06628 -2.39963 -0.77383 0.0 0.0 0.0 0.0858
H 4.46137 -2.71144 -3.19636 0.0 0.0 0.0 0.0968
H 2.81585 -2.56553 -5.04729 0.0 0.0 0.0 0.0940
H 0.48579 -1.94290 -5.80443 0.0 0.0 0.0 0.1068
H -1.73797 -1.01847 -5.22982 0.0 0.0 0.0 0.0898
H -2.16570 -0.25742 -2.86929 0.0 0.0 0.0 0.1008
O -1.33071 -1.80930 0.71445 0.1 -0.3 -0.4 -0.2414
N -2.10228 -2.02970 1.68559 -0.1 0.1 0.1 -0.0631
N -2.19031 -1.06268 2.52860 -0.2 -0.1 0.3 -0.2819
O -1.55446 0.05988 2.43213 0.0 0.0 0.1 -0.1991
C -3.06221 -1.27845 3.64977 0.2 0.1 -0.2 -0.1687
C -3.78503 -2.45717 3.81010 0.0 -0.1 0.0 -0.0315
C -4.60837 -2.60062 4.91412 0.0 0.0 0.0 -0.1025
C -4.71958 -1.58366 5.85729 0.0 0.0 0.0 -0.1179
C -3.99383 -0.41629 5.68168 0.1 0.0 -0.1 -0.0954
C -3.16150 -0.25661 4.57831 -0.1 0.0 0.2 -0.0212
H -3.69405 -3.24155 3.07410 0.0 0.0 0.0 0.0995
H -5.17001 -3.51862 5.03789 0.0 0.0 0.0 0.0947
H -5.36633 -1.70422 6.71739 0.0 0.0 0.0 0.0905
H -4.07035 0.38480 6.40718 0.0 0.0 0.0 0.0955
H -2.58361 0.64042 4.41261 0.0 0.0 0.0 0.1041
C 0.39757 5.05751 -0.93049 0.0 0.2 0.0 -0.2044
Si 0.73743 3.22771 -0.66276 0.2 0.0 0.0 0.3251
C 2.10986 3.08869 0.60103 0.1 0.0 0.1 -0.1888
C 1.32519 2.50970 -2.28481 0.0 -0.1 -0.2 -0.1876
C -0.75617 2.35080 -0.08272 -0.7 0.1 0.1 -0.4264
H 1.30909 5.58726 -1.22519 0.0 0.0 0.0 0.0186
H 0.01774 5.51960 -0.01425 0.0 0.0 0.0 0.0214
H -0.35071 5.20966 -1.71415 0.0 0.0 0.0 0.0209
H 2.92793 3.77910 0.37305 0.0 -0.1 0.0 0.0225
H 2.51674 2.07338 0.63468 0.0 0.0 0.0 0.0132
H 1.73107 3.32854 1.59985 0.0 0.0 0.0 0.0284
H 2.11193 3.12221 -2.73602 0.0 0.0 0.0 0.0253
H 0.49462 2.44471 -2.99594 0.1 0.0 0.0 0.0290
H 1.71517 1.49645 -2.14628 0.0 0.1 0.0 0.0131
H -1.59450 2.49296 -0.77462 0.0 0.1 0.0 -0.0234
H -1.09095 2.68088 0.90382 0.0 0.0 0.0 -0.0193



Record 5
49
Properties=species:S:1:pos:R:3:forces:R:3:lowdin_charge:R:1 method="wB97M-V/def2-TZVPD" multiplicity=1 homo_ev=-8.8 lumo_energy_ev=-0.15 homo_lumo_gap_ev=8.660 smiles="O=C(Nc1cnc(-n2nccn2)c(C(F)(F)F)c1)Nc1cnc2cc(Cl)nn2c1[C@@H]1CCCO1"
O -0.55560 1.39789 2.04252 -1.7 -1.0 0.2 0.0668
F -4.11983 0.66790 -3.33105 -0.4 -1.3 -0.5 0.1075
F -3.88991 -1.52996 -3.70149 -0.2 0.8 0.1 0.1502
F -5.73148 -0.74822 -2.81296 1.0 0.1 -0.6 0.1349
Cl 7.56568 0.75616 -2.87103 0.8 -0.4 1.0 0.6970
N -6.20193 -2.70949 -0.08398 3.0 -0.1 0.4 0.1171
N -6.80731 -0.56318 -0.26313 0.6 0.4 0.3 0.1194
N 2.79349 2.09174 -2.38642 1.4 -0.1 0.4 0.1393
N 5.65990 0.71271 -0.81934 0.7 0.0 -1.8 0.1285
N -3.88521 -0.71705 0.86705 -0.8 -0.8 0.7 0.1668
O 3.38586 0.97540 2.65725 0.1 1.9 -1.5 -0.1244
C -0.02355 1.11960 0.98411 -0.6 0.9 -0.2 -0.5524
C -7.46065 -2.64415 0.16831 -0.3 1.3 -0.8 -0.1463
C -7.84636 -1.30601 0.00485 -2.0 0.0 0.3 -0.1452
C 1.92494 2.05382 -1.43716 -1.0 -0.5 0.7 -0.0651
C 6.05630 0.99961 -2.09353 1.5 -1.5 1.0 -0.7370
C 5.08839 1.45388 -2.91628 1.1 1.9 -1.9 -0.0881
C 2.20153 1.52234 -0.06484 0.6 -0.5 -1.6 -0.1246
C 4.09123 1.67323 -2.09102 -5.9 -0.4 0.9 -0.2863
C 3.45804 1.01933 0.15449 0.8 0.0 1.0 -0.0069
C -2.67856 -0.18325 0.95898 -0.4 -0.3 1.4 -0.0493
C -4.44911 -1.03560 -0.27338 2.2 2.3 -2.2 -0.1974
C -2.46747 -0.08859 -1.39490 -2.7 -1.4 -0.4 0.0646
C -1.94106 0.10749 -0.14742 2.9 1.0 -1.8 -0.1695
C -3.76548 -0.63616 -1.48197 0.0 -0.5 1.0 0.0074
N 1.27097 1.40895 0.95623 2.4 0.8 1.8 0.1226
N 4.35745 1.07639 -0.89680 0.4 0.9 1.4 -0.0219
N -5.78817 -1.43690 -0.28681 -2.3 -1.4 0.3 -0.1535
N -0.59531 0.63705 -0.17476 -2.0 -0.2 2.5 0.1696
C -4.38681 -0.60095 -2.86091 -0.6 0.5 0.8 -0.5299
C 3.14247 0.01901 3.61940 -3.3 -1.1 0.1 -0.2303
C 4.03858 0.40547 1.50553 -1.7 0.8 -1.0 -0.2149
C 2.86670 -1.27949 2.82585 2.2 0.4 1.7 -0.1155
C 3.83723 -1.10060 1.58152 -0.9 -0.7 0.3 -0.0896
H -8.04920 -3.49260 0.35168 -0.5 -0.9 0.2 0.0886
H -8.90247 -0.97828 0.07035 1.1 0.3 -0.1 0.1129
H 0.90805 2.34563 -1.81677 0.8 -0.1 1.1 0.1308
H 5.17848 1.92769 -3.87006 0.1 -0.3 -0.4 0.1222
H -2.31507 0.02801 1.96424 -0.1 0.0 -0.4 0.1205
H -1.99915 0.14294 -2.33523 0.4 0.3 0.1 0.1331
H 1.58230 1.51515 1.97507 0.0 0.1 -2.3 0.1845
H -0.02940 0.52616 -0.97667 0.3 -0.3 -0.7 0.1085
H 2.23963 0.25074 4.32377 1.4 0.1 -1.5 0.1629
H 3.96355 -0.06076 4.23073 2.2 -0.4 1.6 0.0853
H 5.08234 0.64337 1.53165 0.6 0.3 0.0 0.1266
H 3.27813 -2.04960 3.51720 -0.9 -0.2 -0.8 0.1170
H 1.77727 -1.30443 2.71699 0.5 -0.6 -0.8 0.1088
H 3.26973 -1.46567 0.71270 0.8 -0.1 0.0 0.1170
H 4.87080 -1.54672 1.66741 -1.5 -0.1 0.1 0.1376



Record 6
63
Properties=species:S:1:pos:R:3:forces:R:3:lowdin_charge:R:1 method="wB97M-V/def2-TZVPD" relative_energy_kj_mol=1481.5 multiplicity=1 homo_ev=-8.4 lumo_energy_ev=0.38 homo_lumo_gap_ev=8.766
C -0.89759 -0.65630 3.40713 0.8 -1.7 0.9 -0.1021
C -0.55951 -1.22775 2.01615 -1.4 1.0 2.7 -0.2632
O -1.81744 -1.85930 1.60910 1.3 -0.1 -0.8 -0.0699
H -0.04285 -0.23295 3.93467 -0.1 0.1 -0.5 0.0614
H -1.12520 -1.48156 4.08184 -0.4 -0.6 -0.1 0.0764
H -1.74734 0.02568 3.43741 0.2 -0.5 -0.3 0.0806
H 0.32148 -1.86928 2.03606 -0.2 -0.6 0.1 0.1332
H -0.28053 -0.44791 1.30755 -0.8 -0.4 2.4 0.0409
H -2.00751 -2.48306 2.31367 -0.2 -0.1 0.0 0.0774
C 3.30752 1.98181 1.64525 2.8 -0.9 -0.3 -0.0955
C 2.57617 1.27930 0.52653 -0.3 0.6 0.3 -0.2297
O 1.36414 0.73840 1.06524 4.4 1.3 2.2 -0.2706
H 4.29278 2.29528 1.30015 0.0 0.5 -0.4 0.0861
H 3.58191 1.18490 2.33645 -0.1 0.5 0.4 0.0863
H 2.78121 2.77503 2.17618 1.4 -0.1 -0.6 0.0650
H 3.17617 0.52971 0.01058 0.2 -0.4 0.5 0.1214
H 2.43873 2.00976 -0.27074 -0.9 0.3 -0.3 0.1210
H 0.96609 0.24521 0.34418 2.3 0.6 1.9 -0.0992
C -0.37515 1.88237 3.15152 -0.5 1.3 -1.3 -0.1100
C 1.11233 2.05584 2.98844 -0.8 0.5 2.5 -0.3120
O 1.81803 0.92575 3.59140 -0.5 1.2 0.3 -0.0929
H -0.88894 2.81875 2.93402 0.2 0.5 -0.2 0.0887
H -0.75840 1.61067 4.13509 0.6 -0.1 -0.2 0.0837
H -0.69247 1.22023 2.34593 -0.4 0.1 0.9 0.0314
H 1.35598 2.95238 3.55848 0.6 -0.1 0.5 0.1193
H 1.45151 2.25890 1.97265 -2.0 0.1 1.5 0.0608
H 1.90991 0.26518 2.90089 -0.2 0.0 -0.3 0.0633
C -0.51873 1.05866 -0.12563 -2.8 1.3 -1.9 -0.0251
C -0.13407 -0.35246 -0.52756 -1.6 -1.3 -1.5 -0.2755
O 1.24910 -0.54804 -0.57610 -3.9 1.5 3.6 -0.1543
H -0.14520 1.51646 0.79034 -0.5 -0.3 -1.0 0.0749
H -1.60410 1.11095 -0.03994 -0.3 -0.2 -0.4 0.1090
H -0.25629 1.66669 -0.99138 0.1 -0.1 0.7 0.0608
H -0.43570 -0.69863 -1.51613 -0.4 1.6 0.2 0.1116
H -0.53656 -1.04627 0.21050 -0.5 -0.1 -2.3 0.0585
H 1.42232 -1.33919 -1.09153 -1.6 1.5 3.0 -0.0952
C -2.96550 -2.97448 -2.61939 0.9 0.9 -0.8 -0.0462
C -1.43935 -2.60391 -2.48611 -1.8 -1.0 0.7 -0.2560
O -0.85083 -3.60712 -1.66728 -1.1 -1.1 -1.5 -0.1602
H -3.00674 -3.68251 -3.44710 -0.3 -0.4 0.4 0.0683
H -3.61643 -2.15012 -2.91062 0.2 0.3 0.0 0.0659
H -3.38999 -3.36900 -1.69621 0.3 -0.2 0.0 0.0709
H -1.21658 -1.64259 -2.02316 -1.0 -0.5 -0.7 0.0676
H -0.93768 -2.67100 -3.45147 -0.1 0.1 0.0 0.1150
H -1.29336 -3.64073 -0.81603 -0.3 0.1 0.0 0.0893
C 1.16254 -3.04607 -0.67906 0.2 0.5 1.6 -0.0955
C 1.75207 -2.66527 -2.01911 0.8 -1.3 -1.1 -0.1535
O 2.09019 -1.23561 -2.03446 5.8 -3.7 -9.0 -0.0454
H 0.98360 -4.11585 -0.57128 0.4 0.2 -0.3 0.1135
H 0.22093 -2.52928 -0.49365 0.8 -0.6 0.4 0.0531
H 1.84169 -2.70414 0.10194 0.4 -0.3 0.1 0.1121
H 1.05556 -2.81181 -2.84464 0.3 -0.5 0.1 0.1098
H 2.63576 -3.30279 -2.04643 0.2 0.3 -0.8 0.1305
H 2.73123 -0.99281 -2.70656 0.3 -0.6 -0.5 0.1443
C -0.88075 3.18360 -2.83901 1.1 1.3 0.4 -0.0876
C -2.27212 3.59821 -2.52234 -0.7 0.0 -0.3 -0.3301
O -2.99543 2.43443 -2.16984 -0.8 -0.4 0.0 -0.0809
H -0.75831 2.53639 -3.70748 -0.5 -0.4 0.3 0.0895
H -0.46983 2.78581 -1.91111 0.3 0.1 -0.9 0.0355
H -0.32167 4.07835 -3.11279 0.3 0.2 0.1 0.0782
H -2.68250 4.12303 -3.38504 -0.5 -0.2 -0.2 0.1054
H -2.43623 4.26774 -1.67800 0.9 0.5 -0.1 0.1164
H -3.24210 2.57238 -1.25239 -0.2 -0.4 -0.1 0.0738



Record 7
18
Properties=species:S:1:pos:R:3:forces:R:3:lowdin_charge:R:1 method="wB97M-V/def2-TZVPD" relative_energy_kj_mol=393.7 multiplicity=1 homo_ev=-7.8 lumo_energy_ev=0.82 homo_lumo_gap_ev=8.618
C -2.38561 1.00188 0.61913 -2.4 -2.3 -0.6 -0.2750
C -3.35023 0.06875 0.33622 1.0 0.6 -0.1 -0.3987
C -1.10697 -0.46205 -0.25569 3.0 -1.9 -1.9 -0.5004
C 2.03859 -0.81780 0.89489 2.9 3.3 -1.1 -0.0455
C 1.62895 0.89025 -0.80876 0.2 -0.2 -3.1 -0.0794
N -1.15617 0.70499 0.25922 2.3 -0.6 -0.2 -0.0246
N 0.64306 -1.27941 -0.82690 -5.8 -1.2 -1.4 0.0259
N 1.61826 -0.52641 -0.46172 2.0 0.7 -0.7 -0.3693
S -2.61665 -1.23751 -0.51150 0.0 0.1 0.7 0.9808
H -2.47202 1.83840 1.16554 -1.0 3.0 1.8 0.0682
H -4.33132 0.04058 0.71513 -1.1 0.1 0.0 0.0430
H 1.48241 -1.59176 1.18869 -2.6 -2.5 1.9 0.0330
H 3.09433 -1.13772 1.08006 -0.4 0.4 -0.9 0.0964
H 1.92475 0.17966 1.32670 -0.2 -0.6 1.3 0.0857
H 2.63229 1.36742 -0.71416 -0.8 -0.5 0.0 0.0948
H 1.27275 0.92725 -1.91673 0.9 0.2 1.7 0.1155
H 0.85611 1.37095 -0.26199 -0.3 0.7 0.7 0.0304
H 0.22748 -1.33746 -1.82811 2.1 1.0 1.9 0.1193



Record 8
18
Properties=species:S:1:pos:R:3:forces:R:3:lowdin_charge:R:1 method="wB97M-V/def2-TZVPD" relative_energy_kj_mol=517.8 multiplicity=1 homo_ev=-7.5 lumo_energy_ev=0.82 homo_lumo_gap_ev=8.279 smiles="C=C(N)/C=C/C.O"
N -2.01136 1.93674 -1.00830 -0.8 -2.6 2.6 0.1023
C -1.33599 0.76112 -0.59972 -1.7 -3.5 1.9 -0.3726
C -1.91385 -0.44956 -0.05033 0.2 2.2 -0.4 0.0002
C 2.57398 1.33789 -0.40043 -1.3 2.2 -1.6 -0.1187
C 1.13479 1.05768 0.05236 1.2 -1.2 -0.6 -0.1598
C 0.15868 0.64361 -0.79583 0.7 -1.4 -2.4 -0.1203
H -2.57606 2.41967 -0.31820 0.0 -0.1 -0.2 0.0999
H -1.39029 2.48845 -1.46237 2.1 2.5 -1.4 0.0302
H -2.73292 -0.63066 0.76541 1.1 0.8 -2.3 0.0639
H -1.56385 -1.30223 -0.66120 0.5 0.0 1.5 0.0336
H 3.32867 0.64069 -0.25400 1.1 -1.8 0.8 0.0331
H 2.56248 1.49895 -1.49232 0.0 0.0 0.3 0.0658
H 3.00423 2.30703 -0.00378 -0.9 -0.9 -0.1 0.0888
H 1.13802 0.84324 1.10838 -1.2 1.3 0.7 0.0965
H 0.53930 -0.06334 -1.70672 -0.9 2.5 1.3 0.1602
H -0.34406 -5.20838 2.77176 0.0 1.7 -1.1 0.0525
H -0.58230 -3.73384 1.93859 1.1 -2.5 1.0 0.0739
O 0.01051 -4.54705 2.11672 -1.0 0.8 0.1 -0.1295